<w>
# CH2O4S2

A molecular structure, CH2O4S2 (the ωB97M-V functional and the def2-TZVPD basis, the OMol25 dataset).

Atoms and positions in Å:
C (1.69151, 0.05726, 0.14695)
O (-0.66352, -0.59669, 1.21201)
O (0.28012, -2.16134, -0.41948)
O (-2.36544, 1.87801, 0.25704)
O (-1.18850, 0.18182, -1.07640)
S (0.33373, -0.82820, 0.11121)
S (-2.27335, 0.52617, -0.17514)
H (1.80018, 1.03011, 0.52337)
H (2.38526, -0.08715, -0.57958)

Highest occupied orbital energy (alpha / beta) = -10.4 / -10.4 eV


<x>
# CH2O4S2

A single CH2O4S2 molecule (the ωB97M-V functional and the def2-TZVPD basis, the OMol25 dataset).

Atoms and positions in Å:
C (-0.35468, -0.64230, -0.65895)
O (-1.40775, 0.23619, 1.74927)
O (-1.24645, 2.00839, -0.08628)
O (1.89123, -0.82232, 1.04380)
O (1.92487, 0.78507, -0.85442)
S (-0.83540, 0.78169, 0.55575)
S (1.14112, 0.05304, 0.17381)
H (-0.65600, -1.58535, -0.26674)
H (-0.45694, -0.81442, -1.65624)

Highest occupied orbital energy = -11.1 eV
SMILES string = O=S1(=O)CS1(=O)=O


Most stable pick: <w>. Distance to second place: 15.1 kcal/mol.


<w>
# C2H2ClN3O2

A single C2H2ClN3O2 molecule (the ωB97M-V functional and the def2-TZVPD basis, the OMol25 dataset).

Atoms and positions in Å:
C (-0.02628, 0.47527, -0.24068)
C (-1.26676, -1.10419, -0.76034)
H (1.85122, 2.48017, 0.98127)
H (0.78753, -0.66876, 1.20069)
N (0.40080, 1.67837, -0.00969)
N (-1.15641, 0.14807, -0.87750)
N (0.64496, -0.69331, 0.19519)
O (1.57610, 1.61662, 0.73661)
O (-0.32369, -1.76505, 0.02023)
Cl (-2.48746, -2.16719, -1.24579)

Highest occupied orbital energy = -8.9 eV
SMILES string = O/N=c1/nc(Cl)o[nH]1


<x>
# C2H2ClN3O2

A single C2H2ClN3O2 molecule (the ωB97M-V functional and the def2-TZVPD basis, the OMol25 dataset).

Atoms and positions in Å:
C (-0.10140, 0.24192, -0.81725)
C (-0.27496, 0.55679, 0.53904)
N (-2.39696, 1.49693, 0.88914)
N (-0.72658, 0.79908, -1.86293)
N (-1.37825, 0.95702, 1.31003)
O (-1.84080, 1.15095, -1.88642)
O (-1.26202, 0.63076, 2.48940)
Cl (-3.45918, 1.88758, 2.17969)
H (0.79953, -0.23544, -1.11622)
H (0.49405, 0.03356, 1.13206)

Highest occupied orbital energy (alpha / beta) = -9.2 / -9.9 eV
SMILES string = O=N/C=C\[N+]([O-])=N\Cl


Most stable pick: <w>. Distance to second place: 102.6 kcal/mol.


<w>
# CH6N3O2

2 unconnected molecules or ions with the total composition CH6N3O2 (the ωB97M-V functional and the def2-TZVPD basis, the OMol25 dataset).

Atoms and positions in Å:
C (0.99308, 0.02490, -0.14994)
N (1.24532, -1.04491, 0.55723)
N (-2.20339, -0.09972, 0.06987)
N (1.54638, 1.15340, -0.50612)
O (-2.62502, 0.99036, 0.66596)
O (-3.27137, -0.70272, -0.59340)
H (0.57607, -1.74642, 0.78893)
H (2.23348, -1.39172, 0.75996)
H (2.52202, 1.23755, -0.51236)
H (0.99100, 1.79765, -1.06719)
H (-3.54366, 1.06626, 0.88346)
H (-3.20854, -1.52014, -1.06625)

Highest occupied orbital energy (alpha / beta) = -14.5 / -11.8 eV
Charge = +1


<x>
# CH6N3O2

2 unconnected molecules or ions with the total composition CH6N3O2 (the ωB97M-V functional and the def2-TZVPD basis, the OMol25 dataset).

Atoms and positions in Å:
C (-0.65143, -1.08982, -0.66426)
N (1.49377, -0.54442, 0.23478)
N (-1.07051, 0.06892, -0.21298)
N (1.63228, 0.69926, 0.14828)
O (-1.97361, 0.08651, 0.70523)
O (-0.56972, 1.14116, -0.65262)
H (-0.97920, -1.99843, -0.19565)
H (0.05639, -1.22147, -1.44118)
H (0.85553, -0.63966, 1.04802)
H (2.04763, 1.00919, -0.76962)
H (1.34070, 1.42453, 0.83373)
H (-2.18184, 1.06424, 0.96628)

Highest occupied orbital energy (alpha / beta) = -14.6 / -14.6 eV
Charge = +1


Most stable pick: <w>. Distance to second place: 2.0 kcal/mol.


<w>
# C7H11NOS

A single C7H11NOS molecule (the ωB97M-V functional and the def2-TZVPD basis, the OMol25 dataset).

Atoms and positions in Å:
C (-0.20340, -0.00605, 0.39729)
C (-0.97457, 1.01527, 0.89056)
C (1.47895, 1.36762, 1.36783)
C (-2.47637, 1.17563, 0.73857)
C (-0.31532, -1.04561, -1.95655)
C (2.36780, -0.43974, 0.22591)
C (-0.62692, -1.18812, -0.41786)
N (1.20152, 0.23075, 0.63350)
O (2.58920, 1.71826, 1.59700)
S (-0.03064, 2.11987, 1.91345)
H (-2.73273, 1.91181, -0.10773)
H (-2.95914, 1.46360, 1.60653)
H (-2.85478, 0.31500, 0.34857)
H (-0.27155, -2.13877, -2.38685)
H (0.68840, -0.75901, -2.17155)
H (-1.01708, -0.44189, -2.58050)
H (1.98972, -1.45940, 0.09298)
H (2.74774, -0.13054, -0.77201)
H (3.21125, -0.29870, 0.91718)
H (-0.07838, -1.93369, 0.06674)
H (-1.73371, -1.47629, -0.40308)

Highest occupied orbital energy = -8.0 eV
SMILES string = CCc1c(C)sc(=O)n1C


<x>
# C7H11NOS

A single C7H11NOS molecule (the ωB97M-V functional and the def2-TZVPD basis, the OMol25 dataset).

Atoms and positions in Å:
C (0.03587, -0.26335, 0.21345)
C (-0.09399, 2.26754, -0.50616)
C (-1.13523, 1.07027, 1.78973)
C (1.15914, 2.68983, -1.04455)
C (1.49667, -1.60205, -1.32010)
C (-1.91299, -1.25443, 1.40445)
C (0.19560, -1.46845, -0.54959)
N (-0.97943, -0.12252, 1.05039)
O (-1.83054, 1.20640, 2.74569)
S (-0.15415, 2.45989, 1.17012)
H (2.01347, 2.74027, -0.40167)
H (0.86440, 3.64007, -1.49078)
H (1.59530, 2.03091, -1.82236)
H (1.58304, -0.96159, -2.21772)
H (1.45028, -2.67890, -1.63083)
H (2.28836, -1.29526, -0.68943)
H (-2.73188, -0.94458, 2.06276)
H (-2.20457, -1.62972, 0.46762)
H (-1.07789, -1.93415, 1.80311)
H (0.00661, -2.25398, 0.20127)
H (-0.56808, -1.69621, -1.23539)

Highest occupied orbital energy (alpha / beta) = -7.4 / -7.4 eV


Most stable pick: <w>. Distance to second place: 126.6 kcal/mol.


<w>
# C3H3FIO2

2 unconnected molecules or ions with the total composition C3H3FIO2 (the ωB97M-V functional and the def2-TZVPD basis, the OMol25 dataset).

Atoms and positions in Å:
C (1.65186, -1.07227, 0.75328)
C (-0.59470, 0.96023, 0.07150)
C (-0.52821, -0.46439, -0.30761)
O (2.15249, -1.29737, -0.26925)
O (1.41486, -0.79386, 1.84056)
F (-1.79842, -0.95188, 0.01639)
I (-0.33679, -0.20731, -2.67465)
H (-0.70164, 0.99954, 1.10309)
H (0.28250, 1.37242, -0.27500)
H (-1.54194, 1.45489, -0.25832)

Highest occupied orbital energy (alpha / beta) = -0.7 / -4.2 eV
Charge = -1
Multiplicity = 3
Expectation value of S² = 2.01


<x>
# C3H3FIO2

A molecular structure, C3H3FIO2 (the ωB97M-V functional and the def2-TZVPD basis, the OMol25 dataset).

Atoms and positions in Å:
C (-0.48299, 1.64227, -0.29998)
C (-0.51358, -1.00800, 0.12145)
C (0.10507, 0.36192, -0.29745)
O (-0.56007, 1.03279, -1.54280)
O (-0.59342, 2.63902, 0.33354)
F (1.65973, -0.72155, 1.61820)
I (2.38525, 0.18875, -0.70780)
H (0.23709, -1.76912, 0.21887)
H (-0.87408, -0.95082, 1.07330)
H (-1.36301, -1.41527, -0.51734)

Highest occupied orbital energy (alpha / beta) = -2.1 / -5.4 eV
Charge = -1
Multiplicity = 3
Expectation value of S² = 2.01


Most stable pick: <w>. Distance to second place: 25.8 kcal/mol.


<w>
# C2HClN2O

A single C2HClN2O molecule (the ωB97M-V functional and the def2-TZVPD basis, the OMol25 dataset).

Atoms and positions in Å:
C (0.86673, -0.36055, 0.01418)
C (-1.07924, 0.37221, 0.17037)
H (-2.13213, 0.27006, 0.47869)
N (0.89438, 0.72961, -0.60271)
N (-0.41312, 1.25814, -0.51907)
O (-0.31910, -0.77519, 0.43384)
Cl (2.18248, -1.49428, 0.02470)

Highest occupied orbital energy = -10.7 eV
SMILES string = Clc1nnco1


<x>
# C2HClN2O

A single C2HClN2O molecule (the ωB97M-V functional and the def2-TZVPD basis, the OMol25 dataset).

Atoms and positions in Å:
C (-0.54187, -0.63966, 0.08752)
C (0.60832, -0.00051, -0.44890)
N (0.48923, 1.30949, 0.03083)
N (-0.53996, 1.37651, 0.70932)
O (-1.16108, 0.18045, 0.82735)
Cl (1.78439, -0.61322, -1.48399)
H (-0.63904, -1.61306, 0.27788)

Highest occupied orbital energy = -9.9 eV
SMILES string = Clc1conn1


Most stable pick: <w>. Distance to second place: 31.9 kcal/mol.